No. 1
Below is a structure of composition C52H74BN11NbO at a distorted geometry, with properties calculated with the ωB97M-V functional and the def2-TZVPD basis.

Each line ends with the Mulliken charge.
CARTESIAN COORDINATES (ANGSTROEM)
C 7.394 0.477 1.167  -0.76
C 6.202 1.412 0.526  -0.67
C 4.706 0.770 0.803  -0.14
C 4.584 -0.582 -0.108  -0.46
C 3.118 -0.857 -0.779  -0.21
C 2.500 0.464 -1.599  0.01
C 1.242 -0.097 -2.465  -0.65
C -0.014 0.900 -2.702  -0.19
C -0.243 2.094 -1.621  0.29
Nb -1.273 1.521 0.320  -1.55
C -0.938 -0.712 0.057  -0.30
C -1.624 -1.638 1.257  0.63
N -1.225 -3.120 1.156  -0.24
N -3.143 -1.612 1.057  -0.39
N -1.250 -1.198 2.656  -0.47
B -3.366 1.410 -0.645  0.76
C -4.575 2.393 -0.083  -0.81
O -3.640 0.450 -1.736  -0.42
H 6.942 0.013 2.165  0.20
H 7.723 -0.425 0.495  0.26
H 8.287 1.189 1.423  0.23
H 6.241 2.452 1.109  0.30
H 6.368 1.674 -0.607  0.28
H 4.561 0.458 1.929  0.19
H 3.933 1.614 0.567  0.18
H 4.792 -1.500 0.628  0.04
H 5.418 -0.684 -0.951  0.33
H 2.388 -1.242 0.056  -0.23
H 3.257 -1.733 -1.570  0.23
H 2.255 1.246 -0.768  -0.05
H 3.351 0.866 -2.316  0.31
H 0.907 -1.137 -1.991  0.26
H 1.669 -0.387 -3.542  0.34
H -0.999 0.236 -2.778  -0.25
H 0.101 1.409 -3.773  0.48
H -0.941 2.904 -2.151  -0.59
H 0.742 2.704 -1.334  0.34
H 0.332 1.648 1.197  0.13
H -2.074 1.203 1.918  -0.06
H -1.524 3.309 0.650  0.48
H -1.253 -1.156 -0.988  0.23
H 0.234 -0.919 0.148  -0.49
H -0.261 -3.223 0.769  0.18
H -1.939 -3.628 0.581  0.19
H -3.571 -2.437 1.550  0.00
H -3.260 -1.732 0.011  0.27
H -2.033 -0.633 3.098  0.30
H -0.344 -0.678 2.689  0.09
H -5.603 1.867 -0.326  0.13
H -4.520 2.536 1.077  0.18
H -4.487 3.407 -0.663  0.16
H -4.199 -0.306 -1.368  0.17
N 9.793 1.863 3.905  -0.44
C 9.572 3.115 4.363  -0.18
C 10.571 4.058 4.543  -0.40
C 11.880 3.696 4.239  -0.15
C 12.140 2.414 3.767  -0.41
C 11.073 1.542 3.616  -0.15
H 8.536 3.348 4.590  0.37
H 10.336 5.049 4.912  0.35
H 12.690 4.408 4.368  0.35
H 13.148 2.101 3.521  0.34
H 11.224 0.531 3.248  0.34
N -4.387 -4.783 1.295  -0.43
C -3.944 -6.052 1.155  -0.14
C -4.107 -7.036 2.117  -0.52
C -4.762 -6.700 3.297  -0.07
C -5.229 -5.402 3.472  -0.59
C -5.021 -4.488 2.451  -0.05
H -3.436 -6.263 0.218  0.35
H -3.732 -8.039 1.950  0.35
H -4.907 -7.445 4.075  0.36
H -5.742 -5.108 4.380  0.35
H -5.370 -3.463 2.538  0.40
N -3.964 1.866 -5.697  -0.27
C -3.737 0.789 -4.913  -0.26
C -3.874 -0.521 -5.344  -0.90
C -4.273 -0.743 -6.658  0.15
C -4.517 0.346 -7.489  -0.55
C -4.348 1.619 -6.968  -0.39
H -3.431 1.014 -3.896  0.71
H -3.676 -1.347 -4.672  0.41
H -4.393 -1.756 -7.031  0.34
H -4.830 0.206 -8.518  0.37
H -4.523 2.500 -7.578  0.35
N 2.261 -6.723 2.619  -0.60
C 1.228 -5.873 2.805  -0.42
C 1.346 -4.494 2.757  -0.37
C 2.602 -3.949 2.508  0.06
C 3.686 -4.799 2.314  -0.71
C 3.467 -6.166 2.377  -0.24
H 0.269 -6.346 2.999  0.45
H 0.481 -3.859 2.912  0.48
H 2.734 -2.872 2.465  0.60
H 4.678 -4.406 2.118  0.37
H 4.281 -6.870 2.228  0.34
N -5.164 -4.075 -7.588  -0.28
C -4.937 -5.152 -6.804  -0.13
C -5.074 -6.462 -7.235  -0.58
C -5.473 -6.684 -8.549  -0.10
C -5.717 -5.595 -9.380  -0.61
C -5.548 -4.322 -8.859  -0.10
H -4.631 -4.927 -5.787  0.37
H -4.876 -7.288 -6.563  0.34
H -5.593 -7.697 -8.922  0.35
H -6.030 -5.735 -10.409  0.33
H -5.723 -3.441 -9.469  0.35
N -1.648 4.579 2.485  0.02
C -0.963 4.442 3.641  -0.35
C -1.003 5.365 4.674  -0.61
C -1.790 6.500 4.513  -0.19
C -2.505 6.671 3.332  -0.68
C -2.404 5.691 2.358  -0.21
H -0.361 3.541 3.718  0.42
H -0.434 5.202 5.583  0.40
H -1.845 7.246 5.300  0.34
H -3.127 7.545 3.175  0.38
H -2.947 5.776 1.420  0.41
N 2.649 1.731 5.996  -0.65
C 2.876 0.654 6.780  -0.27
C 2.738 -0.656 6.349  -0.52
C 2.339 -0.878 5.035  -0.03
C 2.096 0.211 4.204  0.15
C 2.264 1.484 4.725  -0.67
H 3.182 0.879 7.797  0.34
H 2.937 -1.483 7.021  0.37
H 2.220 -1.891 4.662  0.28
H 1.783 0.071 3.175  0.44
H 2.090 2.365 4.115  0.54
N -3.847 7.857 -2.589  -0.60
C -2.934 6.922 -2.246  -0.40
C -2.878 5.657 -2.809  -0.18
C -3.817 5.327 -3.781  -0.02
C -4.771 6.269 -4.154  -0.45
C -4.744 7.509 -3.536  -0.29
H -2.226 7.226 -1.481  0.43
H -2.122 4.946 -2.498  0.16
H -3.806 4.345 -4.245  0.60
H -5.516 6.043 -4.908  0.37
H -5.465 8.279 -3.796  0.34

## Properties
Total charge: -1
Calculated total energy in hartree: -2784.78284
HOMO in hartree: -0.15071
Kohn-Sham gap in eV: 6.05
Lowest unoccupied orbital energy in eV: 1.95

=====

No. 2
Below is a cluster of 9 separate species, C52H75F15IN8Si in total at a distorted geometry, with properties calculated with the ωB97M-V functional and the def2-TZVPD basis.

Each line ends with the Mulliken charge.
CARTESIAN COORDINATES (ANGSTROEM)
C 3.598 -0.877 2.559  -1.22
Si 2.136 -2.058 2.654  0.29
C 1.212 -1.600 4.260  -0.89
C 0.913 -1.853 1.237  0.33
C 0.258 -3.141 0.723  -1.52
C 0.231 -3.232 -0.792  1.34
F -0.295 -4.474 -1.104  -0.39
F -0.777 -2.345 -1.176  -0.34
C 1.605 -2.980 -1.436  -0.93
I 1.572 -0.968 -2.392  -0.21
C 1.870 -3.998 -2.553  -1.14
C 3.351 -4.399 -2.721  -0.41
C 4.224 -3.397 -3.459  0.85
F 4.559 -2.392 -2.633  -0.31
F 3.588 -2.910 -4.542  -0.27
C 5.615 -4.008 -3.914  0.21
F 5.828 -5.129 -3.187  -0.36
F 6.629 -3.182 -3.611  -0.24
C 5.689 -4.479 -5.384  0.76
F 4.571 -5.166 -5.660  -0.31
F 6.714 -5.347 -5.488  -0.34
C 5.887 -3.438 -6.525  0.52
F 6.193 -4.194 -7.610  -0.33
F 4.766 -2.796 -6.840  -0.22
C 7.061 -2.419 -6.392  0.64
F 7.430 -2.111 -7.654  -0.32
F 8.124 -2.979 -5.821  -0.26
C 6.701 -1.051 -5.701  0.63
F 5.567 -1.094 -5.030  -0.18
F 6.646 -0.082 -6.604  -0.31
F 7.685 -0.738 -4.847  -0.25
C 2.792 -3.825 2.839  0.14
C 2.931 -4.365 4.105  -0.40
C 3.382 -5.653 4.287  -0.62
C 3.705 -6.435 3.205  -0.47
C 3.604 -5.907 1.939  -0.54
C 3.156 -4.622 1.768  -0.29
H 4.040 -0.861 3.559  0.35
H 4.381 -1.194 1.877  0.35
H 3.280 0.143 2.362  0.36
H 1.786 -0.877 4.832  0.23
H 0.296 -1.102 3.960  -0.07
H 0.913 -2.459 4.856  0.48
H 0.120 -1.210 1.619  0.46
H 1.408 -1.287 0.452  -0.28
H 0.691 -4.058 1.115  0.33
H -0.786 -3.142 1.041  0.48
H 1.372 -4.942 -2.345  0.53
H 1.456 -3.654 -3.504  0.42
H 3.770 -4.539 -1.731  0.12
H 3.343 -5.327 -3.289  0.56
H 2.693 -3.787 4.985  0.32
H 3.465 -6.056 5.287  0.37
H 4.034 -7.456 3.332  0.36
H 3.854 -6.505 1.075  0.45
H 3.063 -4.211 0.769  0.47
C 5.296 2.290 -3.996  -0.92
C 4.100 3.206 -3.769  -0.78
C 3.898 3.555 -2.291  -0.02
C 3.664 2.344 -1.502  0.19
N 3.497 1.364 -0.922  -0.34
H 5.160 1.334 -3.491  0.29
H 5.424 2.085 -5.060  0.33
H 6.217 2.747 -3.626  0.25
H 3.199 2.725 -4.154  0.35
H 4.236 4.132 -4.334  0.38
H 3.042 4.220 -2.170  -0.04
H 4.778 4.065 -1.894  0.31
C 0.308 2.037 7.810  -1.23
C -0.692 2.935 7.090  -0.44
C -1.421 2.235 5.940  0.00
C -0.471 1.791 4.917  0.10
N 0.278 1.505 4.092  -0.48
H 1.111 1.719 7.144  0.30
H 0.766 2.570 8.645  0.39
H -0.180 1.144 8.206  0.30
H -0.171 3.819 6.715  0.34
H -1.445 3.284 7.800  0.27
H -2.134 2.914 5.470  0.24
H -1.974 1.370 6.305  0.27
C 9.398 1.223 -3.303  -0.65
C 10.536 1.398 -2.303  -0.62
C 10.256 0.725 -0.955  -0.42
C 9.072 1.309 -0.320  0.24
N 8.138 1.768 0.172  -0.41
H 8.475 1.680 -2.941  0.09
H 9.649 1.696 -4.253  0.40
H 9.208 0.171 -3.489  0.18
H 10.721 2.462 -2.140  0.34
H 11.450 0.976 -2.725  0.33
H 11.103 0.856 -0.281  0.30
H 10.094 -0.346 -1.087  0.28
C -3.086 1.776 1.450  -1.02
C -4.205 0.744 1.433  0.01
C -4.890 0.590 2.794  -0.01
C -3.889 0.203 3.789  0.14
N -3.027 -0.105 4.486  -0.52
H -2.296 1.472 2.142  0.11
H -2.635 1.869 0.462  0.42
H -3.444 2.763 1.750  0.32
H -3.789 -0.217 1.126  0.33
H -4.959 1.016 0.692  -0.22
H -5.668 -0.167 2.739  0.40
H -5.352 1.527 3.112  0.04
C -7.413 4.207 6.101  -1.37
C -6.508 3.028 5.764  -0.18
C -5.602 2.617 6.930  -0.33
C -4.716 3.717 7.321  0.26
N -4.015 4.577 7.629  -0.49
H -6.833 5.101 6.333  0.36
H -8.059 4.446 5.256  0.38
H -8.050 3.980 6.959  0.32
H -5.892 3.282 4.899  0.17
H -7.120 2.170 5.480  0.38
H -4.984 1.763 6.648  0.18
H -6.199 2.328 7.797  0.35
C 1.365 5.205 -0.211  -1.15
C 1.265 4.704 1.225  -0.63
C 0.016 3.852 1.474  0.27
C -1.210 4.619 1.221  0.33
N -2.177 5.213 1.025  -0.61
H 0.528 5.857 -0.465  0.42
H 2.283 5.778 -0.353  0.34
H 1.375 4.372 -0.916  0.24
H 1.267 5.556 1.908  0.33
H 2.144 4.103 1.462  0.38
H -0.006 3.498 2.505  -0.22
H 0.015 2.976 0.823  0.33
C -7.495 1.511 -1.814  -1.05
C -8.578 0.441 -1.834  -0.09
C -9.267 0.263 -0.475  -0.58
C -8.310 -0.145 0.557  0.24
N -7.541 -0.468 1.350  -0.42
H -6.689 1.252 -1.126  0.12
H -7.057 1.623 -2.805  0.36
H -7.903 2.479 -1.513  0.34
H -8.141 -0.508 -2.148  0.28
H -9.330 0.707 -2.576  0.09
H -10.045 -0.499 -0.538  0.33
H -9.736 1.197 -0.160  0.30
C -11.845 -1.970 -4.737  -1.00
C -12.527 -0.786 -5.413  -0.41
C -11.609 -0.050 -6.395  -0.46
C -10.431 0.486 -5.709  0.29
N -9.501 0.893 -5.166  -0.41
H -10.992 -1.649 -4.137  0.23
H -12.540 -2.482 -4.072  0.32
H -11.489 -2.692 -5.474  0.31
H -12.879 -0.087 -4.652  0.28
H -13.407 -1.136 -5.956  0.30
H -12.138 0.778 -6.867  0.28
H -11.272 -0.725 -7.183  0.28

## Properties
Total charge: -1
Calculated total energy in hartree: -4549.65065
HOMO in hartree: -0.10562
Kohn-Sham gap in eV: 4.36
Lowest unoccupied orbital energy in eV: 1.49

=====

No. 3
Below is a structure of composition C52H78AsF6O39 at a distorted geometry, with properties calculated with the ωB97M-V functional and the def2-TZVPD basis.

Each line ends with the Mulliken charge.
CARTESIAN COORDINATES (ANGSTROEM)
As -0.363 -0.607 -0.180  2.03
F -1.906 -0.803 -1.039  -0.44
F -1.157 0.629 0.839  -0.44
F 1.160 -0.263 0.736  -0.54
F 0.465 -1.850 -1.249  -0.28
F 0.039 0.662 -1.331  -0.55
F -0.758 -1.926 0.964  -0.37
C 3.601 3.392 -2.695  -0.69
C 3.872 3.795 -4.098  0.62
C 3.286 2.931 -5.225  0.22
O 2.479 3.863 -5.979  -0.39
C 2.625 5.086 -5.482  0.70
O 2.075 6.055 -6.000  -0.62
O 3.367 5.051 -4.418  -0.41
H 2.526 3.271 -2.555  -0.39
H 4.038 4.082 -1.973  0.42
H 4.016 2.418 -2.437  0.33
H 4.954 3.833 -4.223  0.26
H 2.728 2.076 -4.843  -0.30
H 4.057 2.555 -5.897  0.33
C -0.630 0.026 4.467  -1.36
C -1.950 -0.725 4.801  1.19
C -2.376 -0.749 6.236  -0.53
O -3.440 0.158 6.269  -0.39
C -3.698 0.591 4.999  0.14
O -4.603 1.430 4.756  -0.60
O -2.960 -0.045 4.114  0.35
H -0.723 1.112 4.483  0.21
H -0.371 -0.170 3.426  0.05
H 0.217 -0.229 5.104  0.56
H -1.954 -1.760 4.458  -0.42
H -1.542 -0.423 6.857  0.30
H -2.769 -1.739 6.470  0.35
C -1.982 -4.705 -1.331  -1.20
C -3.029 -3.865 -2.064  2.08
C -2.470 -3.118 -3.271  1.19
O -3.448 -3.363 -4.263  -0.38
C -4.336 -4.287 -3.823  0.51
O -5.352 -4.647 -4.400  -0.64
O -3.941 -4.710 -2.621  -0.49
H -1.466 -5.312 -2.075  0.36
H -2.591 -5.391 -0.742  0.32
H -1.304 -4.169 -0.668  -0.11
H -3.577 -3.149 -1.451  -1.01
H -1.565 -3.564 -3.683  -0.27
H -2.409 -2.037 -3.142  -0.65
C 2.162 -3.117 3.202  -1.30
C 1.325 -4.329 2.674  1.94
C 1.249 -4.330 1.119  2.63
O 1.523 -5.719 0.775  -0.40
C 1.973 -6.362 1.940  0.58
O 2.268 -7.558 1.987  -0.65
O 1.984 -5.511 2.942  -0.47
H 3.089 -2.880 2.679  0.12
H 2.412 -3.298 4.248  0.46
H 1.621 -2.171 3.156  0.15
H 0.314 -4.538 3.023  -0.89
H 1.995 -3.676 0.665  -0.89
H 0.261 -4.020 0.780  -1.35
C -3.020 -4.133 2.884  -0.90
C -2.214 -5.450 3.055  0.57
C -2.999 -6.639 3.630  -0.48
O -2.919 -7.675 2.657  -0.35
C -2.070 -7.257 1.693  0.44
O -1.796 -7.912 0.700  -0.56
O -1.714 -6.004 1.894  0.03
H -3.922 -4.342 2.308  0.56
H -2.438 -3.445 2.272  -0.33
H -3.319 -3.665 3.821  0.47
H -1.410 -5.314 3.778  0.06
H -4.030 -6.364 3.853  0.33
H -2.583 -6.896 4.604  0.30
C 7.291 2.676 6.945  -1.42
C 6.184 3.202 6.026  0.37
C 6.720 3.474 4.648  -0.43
O 5.790 2.810 3.836  -0.30
C 5.000 1.927 4.578  0.66
O 4.274 1.045 4.127  -0.48
O 5.217 2.235 5.851  -0.36
H 6.815 2.434 7.895  0.36
H 8.043 3.450 7.097  0.38
H 7.791 1.808 6.516  0.35
H 5.727 4.126 6.378  0.34
H 7.719 3.046 4.561  0.23
H 6.728 4.543 4.436  0.31
C -2.812 4.304 4.897  -1.44
C -2.120 4.108 3.548  1.01
C -2.867 3.257 2.531  0.38
O -2.672 3.931 1.339  -0.13
C -2.180 5.149 1.559  0.45
O -1.991 5.937 0.594  -0.64
O -1.941 5.353 2.860  -0.37
H -2.468 4.937 5.714  0.41
H -3.034 3.308 5.279  0.21
H -3.841 4.613 4.711  0.40
H -1.158 3.633 3.746  -0.09
H -3.882 3.063 2.878  0.18
H -2.340 2.307 2.441  -0.38
C 1.712 -3.980 -3.602  -1.21
C 2.131 -2.925 -4.718  0.45
C 1.224 -1.731 -4.823  0.21
O 1.995 -0.610 -4.293  0.16
C 3.250 -1.011 -4.181  0.22
O 4.151 -0.234 -3.887  -0.59
O 3.413 -2.331 -4.384  -0.39
H 1.375 -3.554 -2.657  -0.05
H 2.501 -4.668 -3.300  0.49
H 0.886 -4.632 -3.887  0.38
H 2.310 -3.319 -5.718  0.40
H 0.301 -1.849 -4.256  -0.39
H 0.894 -1.467 -5.828  0.36
C 4.372 -0.200 0.503  -1.50
C 4.447 -1.308 -0.571  1.17
C 5.788 -1.646 -1.020  -0.26
O 5.871 -3.009 -1.031  -0.40
C 4.774 -3.520 -0.383  0.40
O 4.581 -4.701 -0.187  -0.57
O 3.951 -2.527 -0.054  0.05
H 3.380 -0.136 0.950  -0.02
H 4.721 0.738 0.072  0.51
H 5.170 -0.391 1.222  0.44
H 3.700 -1.126 -1.344  -0.50
H 6.469 -1.303 -0.242  0.28
H 6.147 -1.191 -1.944  0.32
C -4.378 0.295 -3.947  -0.42
C -3.927 -0.335 -5.279  0.22
C -4.081 0.629 -6.487  -0.47
O -2.870 0.588 -7.102  -0.41
C -1.914 0.079 -6.363  0.38
O -0.752 0.102 -6.648  -0.59
O -2.471 -0.563 -5.295  0.15
H -3.908 -0.190 -3.091  -0.40
H -5.456 0.211 -3.809  0.64
H -4.135 1.354 -3.864  -0.16
H -4.378 -1.295 -5.527  0.52
H -4.285 1.643 -6.144  0.20
H -4.882 0.308 -7.154  0.38
C -5.074 2.050 -0.353  -1.50
C -4.470 0.647 -0.207  2.83
C -4.315 0.165 1.205  0.59
O -4.904 -1.127 1.087  -0.38
C -5.456 -1.373 -0.153  0.51
O -5.992 -2.445 -0.485  -0.64
O -5.175 -0.311 -0.952  -0.41
H -6.054 2.163 0.110  0.44
H -5.120 2.321 -1.407  0.35
H -4.445 2.806 0.117  0.13
H -3.413 0.624 -0.472  -1.42
H -4.833 0.777 1.944  0.16
H -3.260 0.078 1.463  -0.59
C 1.146 3.397 0.072  -0.58
C 1.727 3.912 1.434  0.76
C 3.198 3.804 1.679  0.37
O 3.556 5.032 2.339  -0.34
C 2.614 5.910 2.106  0.49
O 2.625 7.079 2.547  -0.66
O 1.540 5.333 1.509  -0.37
H 1.526 2.396 -0.133  0.13
H 1.396 3.988 -0.809  0.46
H 0.067 3.244 0.034  -0.29
H 1.229 3.441 2.281  -0.08
H 3.669 3.649 0.708  0.09
H 3.459 2.927 2.272  -0.08
C -0.114 2.977 -3.957  -1.87
C -1.614 2.647 -3.649  1.70
C -2.093 3.249 -2.321  1.37
O -3.331 3.892 -2.616  -0.46
C -3.488 3.994 -3.965  0.66
O -4.335 4.688 -4.462  -0.62
O -2.539 3.266 -4.541  -0.51
H 0.178 2.669 -4.961  0.58
H 0.649 2.546 -3.308  -0.08
H 0.067 4.051 -3.951  0.47
H -1.723 1.563 -3.633  -0.45
H -1.358 3.885 -1.827  -0.05
H -2.191 2.417 -1.624  -0.85

## Properties
Total charge: -1
Calculated total energy in hartree: -7797.96972
HOMO in hartree: -0.32617
Kohn-Sham gap in eV: 10.16
Lowest unoccupied orbital energy in eV: 1.28